1.
The following is a DFT calculation (ωB97M-V/def2-TZVPD) of an isolated ion of composition C3H5N2 and charge +1.

Output
**HOMO-LUMO gap (alpha / beta)**: 8.61 / 7.10 eV
**SMILES**: C=[NH+]C1=CN1
**LUMO level (alpha / beta)**: -5.2 / -5.9 eV
**Charge**: +1

Geometry (Å):
C 1.599 -0.163 0.103
N 0.515 0.678 0.186
C -0.714 0.255 0.176
C -1.568 -0.768 0.159
N -2.118 0.539 0.023
H 2.610 0.170 0.397
H 1.310 -1.100 -0.347
H 0.656 1.713 0.275
H -1.583 -1.810 0.190
H -2.668 1.045 -0.666

2.
The following is a DFT calculation (ωB97M-V/def2-TZVPD) of C16H35F3N5O8STl as an isolated structure.

Output
**HOMO-LUMO gap (alpha / beta)**: 4.09 / 4.17 eV
**<S²>**: 1.784
**LUMO level (alpha / beta)**: -13.0 / -12.6 eV
**Spin multiplicity**: 2
**Charge**: +3

Geometry (Å):
Tl -1.310 0.077 -1.202
C -1.586 0.498 -6.298
F -1.593 1.151 -7.473
F -2.815 0.362 -5.895
F -0.838 -0.670 -6.358
S -0.670 1.702 -4.985
O -1.190 1.114 -3.743
O 0.797 1.407 -5.117
O -1.099 3.106 -5.258
C -5.273 1.453 1.889
C -3.748 1.320 1.776
O -3.269 1.257 0.672
N -2.978 1.320 2.835
C -3.421 1.397 4.184
H -5.717 0.495 2.160
H -5.675 1.724 0.912
H -5.521 2.319 2.503
H -2.014 1.131 2.599
H -4.403 0.925 4.194
H -3.721 2.384 4.536
H -2.722 0.893 4.851
C -0.255 -1.157 3.893
C -1.212 -1.361 2.652
O -0.857 -0.976 1.552
N -2.357 -2.003 2.810
C -2.915 -2.709 3.946
H 0.165 -2.030 4.393
H -0.724 -0.484 4.611
H 0.555 -0.715 3.312
H -2.934 -1.915 1.986
H -3.570 -3.460 3.504
H -3.554 -2.056 4.540
H -2.173 -3.183 4.587
C 3.156 -0.046 0.775
C 2.670 -0.885 -0.348
O 1.587 -0.515 -0.844
N 3.341 -1.865 -0.953
C 4.708 -2.238 -0.642
H 3.943 -0.556 1.329
H 2.395 0.156 1.529
H 3.499 0.947 0.483
H 2.841 -2.515 -1.544
H 5.239 -2.673 -1.488
H 4.625 -3.067 0.062
H 5.324 -1.402 -0.313
C 1.420 -3.574 -3.640
C 1.016 -2.123 -3.756
O 0.050 -1.688 -3.115
N 1.772 -1.295 -4.469
C 2.839 -1.590 -5.397
H 1.413 -3.979 -4.652
H 0.724 -4.102 -2.989
H 2.374 -3.697 -3.128
H 1.435 -0.343 -4.493
H 3.794 -1.660 -4.876
H 3.092 -0.847 -6.154
H 2.685 -2.513 -5.956
C 0.791 3.875 0.739
C 0.511 2.610 1.540
O -0.168 1.696 0.976
N 0.949 2.435 2.768
C 1.703 3.381 3.614
H 1.834 4.184 0.809
H 0.059 4.556 1.174
H 0.496 3.829 -0.309
H 0.883 1.522 3.194
H 2.576 2.796 3.902
H 1.079 3.551 4.492
H 1.946 4.319 3.115

3.
The following is a DFT calculation (ωB97M-V/def2-TZVPD) of C5H8N2S in the gas phase.

Output
**HOMO-LUMO gap**: 9.17 eV
**SMILES**: S[C@@]12C=NN[C@@H]1CC2
**LUMO level**: 0.8 eV

Geometry (Å):
S -2.389 -0.757 -0.252
C -0.637 -0.246 0.239
C 0.036 -1.329 1.012
N 1.077 -1.781 0.464
N 1.284 -1.132 -0.681
C 0.421 -0.088 -0.867
C 0.975 1.208 -0.052
C -0.561 1.225 0.662
H -2.443 0.352 -1.111
H -0.779 -1.680 1.846
H 1.653 -1.846 -1.290
H 0.069 -0.017 -1.945
H 1.370 2.165 -0.518
H 1.811 0.825 0.684
H -1.287 1.725 0.022
H -0.598 1.375 1.787

4.
The following is a DFT calculation (ωB97M-V/def2-TZVPD) of C4H10N2 in the gas phase.

Output
**HOMO-LUMO gap**: 9.79 eV
**SMILES**: N/C=C/CCN
**LUMO level**: 1.2 eV

Geometry (Å):
N 1.436 1.604 -2.001
C 1.223 0.517 -1.081
C -0.044 0.029 -0.867
C -0.197 -1.269 0.128
C -1.207 -0.930 1.232
N -1.139 0.525 1.582
H 1.323 2.533 -1.640
H 2.191 1.402 -2.625
H 2.104 0.057 -0.521
H -0.987 0.204 -1.441
H -0.495 -2.186 -0.405
H 0.860 -1.375 0.679
H -2.219 -1.050 0.745
H -1.194 -1.607 2.093
H -0.151 0.855 1.510
H -1.506 0.691 2.611

5.
The following is a DFT calculation (ωB97M-V/def2-TZVPD) of C42H41AsN3O6S5V as an isolated structure.

Output
**HOMO-LUMO gap (alpha / beta)**: 5.07 / 5.31 eV
**<S²>**: 2.016
**LUMO level (alpha / beta)**: 3.1 / 3.1 eV
**Spin multiplicity**: 3
**Charge**: -2

Geometry (Å):
V -0.475 0.244 0.369
O 0.499 3.938 0.754
C 0.084 2.909 1.295
O -0.223 1.853 0.641
C -0.081 2.821 2.770
C -0.147 4.019 3.484
C -0.325 4.034 4.852
C -0.402 2.825 5.541
C -0.315 1.631 4.858
C -0.175 1.592 3.459
S -0.088 0.014 2.729
H -0.077 4.939 2.919
H -0.419 4.972 5.385
H -0.538 2.820 6.616
H -0.365 0.689 5.388
S 1.935 -2.013 -2.554
C 1.067 -0.931 -1.647
S 1.744 -0.031 -0.330
S -0.593 -0.554 -1.867
C 4.228 4.083 -4.187
C 3.361 2.835 -4.349
C 2.442 2.587 -3.154
C 1.359 3.665 -3.040
N 0.249 3.323 -2.173
C -0.967 2.884 -2.507
S -2.265 3.172 -1.462
N -1.275 2.355 -3.720
C -0.452 1.688 -4.715
C -0.941 1.991 -6.135
C -0.718 3.442 -6.583
C -1.680 4.438 -5.934
H 4.813 4.265 -5.090
H 4.912 3.961 -3.347
H 3.616 4.966 -4.002
H 4.005 1.962 -4.484
H 2.753 2.937 -5.255
H 3.020 2.554 -2.230
H 1.978 1.607 -3.259
H 0.969 3.911 -4.034
H 1.802 4.573 -2.624
H 0.329 3.641 -1.202
H -2.226 2.014 -3.709
H -0.494 0.607 -4.547
H 0.586 1.991 -4.624
H -2.007 1.754 -6.207
H -0.404 1.322 -6.812
H -0.837 3.498 -7.670
H 0.313 3.732 -6.357
H -2.713 4.151 -6.136
H -1.516 5.446 -6.322
H -1.552 4.462 -4.856
O -1.109 -1.620 0.648
C -2.292 -1.205 0.788
O -2.555 0.010 0.642
C -3.367 -2.168 1.168
C -3.012 -3.381 1.752
C -4.004 -4.255 2.172
C -5.334 -3.942 1.983
C -5.685 -2.736 1.370
C -4.698 -1.835 0.976
N -7.070 -2.444 1.165
O -7.898 -3.296 1.471
O -7.385 -1.365 0.693
H -1.960 -3.605 1.885
H -3.735 -5.182 2.662
H -6.124 -4.603 2.304
H -4.963 -0.893 0.520
C 6.042 -2.805 -0.265
C 5.512 -1.716 0.411
C 4.217 -1.763 0.897
C 3.430 -2.898 0.717
C 3.975 -3.991 0.057
C 5.274 -3.947 -0.429
As 1.545 -2.816 1.323
C 1.240 -4.751 1.412
C 0.784 -5.560 0.381
C 0.553 -6.911 0.603
C 0.735 -7.446 1.872
C 1.171 -6.645 2.914
C 1.441 -5.298 2.690
C 1.965 -4.344 3.674
C 2.374 -4.646 4.970
C 2.907 -3.653 5.775
C 3.026 -2.353 5.299
C 2.605 -2.040 4.015
C 2.095 -3.034 3.192
H 7.046 -2.761 -0.670
H 6.107 -0.819 0.540
H 3.799 -0.895 1.391
H 3.380 -4.884 -0.090
H 5.682 -4.802 -0.954
H 0.624 -5.126 -0.601
H 0.220 -7.547 -0.208
H 0.536 -8.497 2.048
H 1.292 -7.068 3.905
H 2.290 -5.657 5.353
H 3.237 -3.894 6.779
H 3.446 -1.582 5.933
H 2.656 -1.020 3.654

6.
The following is a DFT calculation (ωB97M-V/def2-TZVPD) of a 6-piece molecular cluster, C28H49FO17PS overall.

Output
**HOMO-LUMO gap**: 9.19 eV
**LUMO level**: -3.3 eV
**Charge**: +1

Geometry (Å):
C -3.799 2.094 -4.788
C -3.511 0.751 -5.457
C -3.330 -0.379 -4.430
C -1.890 -0.856 -4.299
C -1.677 -2.014 -3.299
C -2.690 -2.192 -2.156
C -2.334 -1.552 -0.790
P -2.519 0.196 -0.612
F -3.907 0.662 -1.085
S -2.375 0.561 1.393
C -1.247 1.085 -1.555
O -0.487 1.892 -0.692
O 0.822 2.028 -1.255
H -3.833 2.913 -5.502
H -3.041 2.323 -4.032
H -4.755 2.050 -4.266
H -2.621 0.839 -6.081
H -4.365 0.512 -6.089
H -3.969 -1.232 -4.656
H -3.684 -0.007 -3.463
H -1.565 -1.216 -5.276
H -1.239 0.001 -4.104
H -0.677 -1.923 -2.860
H -1.651 -2.949 -3.853
H -3.703 -1.908 -2.437
H -2.739 -3.257 -1.930
H -3.015 -1.958 -0.036
H -1.318 -1.807 -0.471
H -3.244 1.581 1.468
H -0.623 0.293 -1.986
H -1.701 1.644 -2.380
H 0.677 2.305 -2.176
C 1.251 1.546 2.013
C 1.239 0.997 3.422
C 2.096 1.746 4.418
O 2.498 0.697 5.320
C 2.494 -0.463 4.633
O 2.987 -1.484 4.991
O 1.842 -0.311 3.454
H 1.316 2.635 2.022
H 2.104 1.144 1.466
H 0.353 1.279 1.466
H 0.222 0.886 3.808
H 1.548 2.522 4.940
H 2.994 2.159 3.951
C -0.596 4.204 9.995
C 0.264 3.802 8.819
C 1.356 4.786 8.446
O 1.487 4.572 7.030
C 0.303 4.124 6.573
O 0.017 4.045 5.416
O -0.502 3.771 7.588
H 0.000 4.739 10.734
H -1.406 4.851 9.662
H -1.036 3.337 10.484
H 0.681 2.802 8.955
H 2.306 4.602 8.938
H 1.045 5.820 8.611
C 3.605 3.918 -0.656
C 4.145 2.969 -1.703
C 5.645 2.755 -1.692
O 5.920 2.468 -3.067
C 4.969 3.068 -3.821
O 5.009 3.204 -4.996
O 3.950 3.494 -3.028
H 4.165 3.833 0.276
H 3.663 4.948 -1.006
H 2.561 3.698 -0.440
H 3.625 2.007 -1.662
H 5.971 1.927 -1.069
H 6.180 3.665 -1.409
C 4.061 -4.356 2.780
C 4.383 -3.419 1.638
C 3.515 -2.182 1.561
O 3.509 -1.892 0.155
C 3.689 -3.066 -0.503
O 3.498 -3.216 -1.666
O 4.097 -4.023 0.352
H 3.747 -3.784 3.654
H 3.260 -5.034 2.489
H 4.925 -4.956 3.059
H 5.441 -3.147 1.637
H 3.905 -1.336 2.117
H 2.489 -2.379 1.877
C -3.392 -5.824 -5.796
C -4.230 -5.442 -4.597
C -5.691 -5.842 -4.669
O -6.327 -4.822 -3.883
C -5.568 -3.716 -3.949
O -5.909 -2.629 -3.600
O -4.352 -4.002 -4.471
H -3.728 -6.777 -6.204
H -3.478 -5.062 -6.570
H -2.340 -5.926 -5.535
H -3.782 -5.804 -3.668
H -5.903 -6.820 -4.248
H -6.077 -5.785 -5.689